Record 1
The molecule C7H12FN. Source: OMol25; level of theory: wB97M-V/def2-TZVPD.

Computed properties:
**HOMO energy**: -9.08 eV
**SMILES**: C=C[C@H](F)N1CCCC1
**Lowest unoccupied orbital energy**: 1.0417 eV
**Gap between HOMO and LUMO**: 0.3720 Ha

Structure (XYZ):
```
21
Properties=species:S:1:pos:R:3:forces:R:3
C 0.799206 -0.609493 0.831026 1.8 2.6 3.5
H -1.932403 -0.803444 -2.232254 -3.7 -1.0 -0.1
C -1.013621 0.715212 -0.177100 3.3 -0.5 0.5
H -1.626953 1.570311 -1.967445 -1.1 1.0 -0.9
H -0.806579 -2.247315 -1.064139 0.3 -0.6 0.1
C -0.982720 -0.481921 -2.219202 3.2 0.6 -0.3
H 0.054058 1.306823 -1.947072 1.6 0.8 0.0
H 2.630459 0.699970 2.638944 0.2 -0.3 -0.2
H -2.010186 0.691693 0.148279 -1.5 -0.3 0.5
H 1.189062 -1.596067 0.938529 0.2 -0.8 0.2
F 2.012002 0.124707 0.365532 -0.4 -0.4 -0.9
C -0.868559 0.922472 -1.645195 -0.9 -0.8 -0.5
H -0.424807 1.414308 0.415628 -0.5 0.5 -0.1
H -0.457076 0.293899 2.393771 0.4 -0.2 1.1
H 0.816042 -1.450197 -1.366599 -0.5 -0.6 -0.7
H -0.588451 -0.666449 -3.233537 0.0 0.4 0.4
N -0.276459 -0.567705 0.021159 -2.0 1.5 1.5
C 1.617657 0.714820 3.000399 -1.1 -1.2 -1.0
C -0.262197 -1.315789 -1.166638 1.1 -1.0 -1.3
C 0.622308 0.158654 2.277375 0.0 -0.5 -2.0
H 1.509215 1.125510 3.988540 -0.5 0.4 0.0
```
Positions in Å, forces in eV/Å.

Mulliken atomic charge list, values in e, 4 entries: -0.07, 0.36, -0.55, 0.42


Record 2
The ion C7H12FN4 with charge +1. Source: OMol25; level of theory: wB97M-V/def2-TZVPD.

Computed properties:
**HOMO energy**: -13.51 eV
**Total charge**: +1
**SMILES**: CN1C=N[C@@H]2C[C@@H](F)C(=N1)[N@@H+]2C
**Lowest unoccupied orbital energy**: -4.9581 eV
**Gap between HOMO and LUMO**: 0.3142 Ha

Structure (XYZ):
```
24
Properties=species:S:1:pos:R:3:forces:R:3
H -0.115292 2.146527 1.354338 -0.6 0.6 1.0
H -2.056095 1.864677 1.767223 -0.1 0.7 0.5
F 0.316997 -2.035215 -2.931155 -0.6 -0.6 0.5
C -0.603271 -1.253278 -0.814705 2.9 3.9 0.9
H 1.941148 -0.426490 1.401854 -0.7 -1.9 -0.5
C -2.026374 0.801388 1.796589 -0.8 -1.3 -0.1
H -2.940167 0.439488 1.341869 -0.3 0.0 0.2
N -0.989969 0.387609 0.835262 -0.3 -0.8 -0.3
H 0.337921 -1.067986 1.541245 -2.1 0.2 1.3
C 1.285449 0.512518 -1.002106 -2.2 -1.3 -2.0
N 0.962858 -0.914896 -0.428561 -0.4 -2.0 -0.9
C 1.195479 -1.217611 1.011792 3.9 -1.3 -0.7
C 0.548842 0.271961 -2.415328 -0.5 -1.8 3.2
H 1.348244 0.071814 -3.064422 0.7 -0.5 -1.4
H 1.441159 -2.360162 1.112199 0.2 2.5 -0.1
C -0.008132 1.351938 0.669310 0.9 0.8 -0.8
H 1.381975 -1.676678 -1.068981 0.1 1.7 1.4
H 2.290925 0.641303 -1.271000 1.7 -0.5 0.0
H -0.079066 0.993147 -2.804499 -0.9 2.1 -0.4
N 0.963085 1.576228 -0.133321 -1.1 -1.9 0.2
N -1.386993 -0.577829 -0.048119 -0.7 0.3 -0.9
H -1.947301 0.371631 2.822602 0.4 0.4 -0.9
C -0.432902 -1.056973 -2.314835 1.4 1.3 -0.5
H -1.276408 -0.776956 -2.923328 -0.7 -0.7 0.2
```
Positions in Å, forces in eV/Å.

Mulliken atomic charge list, values in e, 4 entries: 0.46, 0.36, -0.29, 0.26


Record 3
The molecule C7H12IN3OSi. Source: OMol25; level of theory: wB97M-V/def2-TZVPD.

Computed properties:
**HOMO energy (spin up / spin down)**: -5.45 / -9.92 eV
**Spin multiplicity**: 3
**Lowest unoccupied orbital energy (spin up / spin down)**: -0.2119 / -2.9846 eV
**Gap between HOMO and LUMO (spin up / spin down)**: 0.1926 / 0.2550 Ha

Structure (XYZ):
```
25
Properties=species:S:1:pos:R:3:forces:R:3
H -3.940576 2.516731 0.497228 -2.1 0.9 0.5
C -2.456052 1.098920 0.660158 -1.4 1.4 -0.1
H 0.267337 -2.460173 -1.770055 1.7 1.0 0.6
H 2.780880 0.711266 -0.463827 0.6 0.6 -1.5
C -3.081084 2.198530 0.029721 -0.6 -3.2 2.9
C -1.178595 0.849915 0.211594 2.9 -6.2 4.0
H 1.217529 -2.579964 2.359116 0.3 0.1 -0.2
N -0.614586 1.534577 -0.754739 2.4 0.3 -1.6
H 0.275490 1.248261 -1.158023 -0.4 0.3 0.1
H 1.916746 -1.545258 -2.106075 -0.1 -0.5 0.0
C 1.135449 -2.637104 1.268589 0.0 -0.5 -0.7
H -0.949487 -0.856783 1.478412 1.4 1.4 -1.5
C -1.236233 2.632650 -1.266075 -1.5 1.7 -1.2
I -3.368938 0.071215 2.253299 0.5 0.6 -0.9
N -0.344091 -0.266883 0.810102 -4.4 1.9 0.5
C 2.611392 0.268252 0.468368 -2.9 -1.5 -0.1
Si 1.113271 -0.958959 0.297479 1.5 -2.1 -1.3
N -2.507003 2.909252 -0.888915 1.0 1.9 -1.7
H 2.314261 1.025686 1.136178 -0.2 1.0 1.0
H 3.431415 -0.255738 0.830327 1.7 -0.8 0.5
O -0.712756 3.344390 -2.094951 1.2 -0.1 -0.4
H 0.144499 -3.140275 1.086303 0.8 0.5 0.0
H 0.312926 -0.794352 -2.152290 1.0 -0.5 0.8
C 0.960165 -1.550423 -1.578508 -2.3 0.9 -0.2
H 1.908041 -3.363736 0.846586 -0.8 1.1 0.7
```
Positions in Å, forces in eV/Å.

Mulliken atomic charge list, values in e, 4 entries: 0.45, -0.40, 0.29, 0.39


Record 4
The ion C7H12N with charge +1. Source: OMol25; level of theory: wB97M-V/def2-TZVPD.

Computed properties:
**HOMO energy (spin up / spin down)**: -10.90 / -13.15 eV
**Total charge**: +1
**Spin multiplicity**: 3
**Lowest unoccupied orbital energy (spin up / spin down)**: -3.7228 / -5.7710 eV
**Gap between HOMO and LUMO (spin up / spin down)**: 0.2639 / 0.2711 Ha

Structure (XYZ):
```
20
Properties=species:S:1:pos:R:3:forces:R:3
H 2.963116 0.416048 0.453392 0.1 0.0 -0.6
H -0.367351 2.255742 0.550143 0.3 0.4 -0.1
C 1.465413 -0.334227 -1.073091 -0.8 0.1 1.4
C 0.231985 -0.637067 -0.150666 0.8 0.9 0.1
H -3.896428 -0.411441 1.459002 -0.9 -0.3 -1.6
H 1.198072 -1.593759 1.637634 -0.1 -2.1 1.2
H -1.123293 2.345514 -0.926767 0.9 -1.6 0.7
H 0.528338 1.677825 -0.839836 -2.1 0.5 1.2
C -0.771609 0.394036 0.016271 -3.4 -1.8 0.1
H 3.064652 -1.242626 0.074127 2.4 -2.8 -0.4
C -2.298835 -0.084150 0.036869 -4.9 -1.0 0.2
H 1.497393 0.662102 -1.481963 0.1 0.2 -1.0
H 1.441271 -1.126164 -1.775885 0.7 -0.2 -1.2
H -0.244267 -1.554184 -0.430207 -0.3 -0.6 0.1
H -4.237151 -0.983462 -0.516070 -0.3 0.3 1.0
C 2.430919 -0.466179 0.092178 -2.6 1.9 2.1
H 1.119743 0.163378 1.777461 -0.2 -1.1 -0.6
C -3.761210 -0.488675 0.342559 8.3 2.1 -0.1
C 1.209071 -0.729383 1.084927 1.0 3.3 -1.1
N -0.449822 1.736669 -0.330073 1.0 1.8 -1.3
```
Positions in Å, forces in eV/Å.

Mulliken atomic charge list, values in e, 4 entries: 0.25, 0.39, -1.03, 0.26


Record 5
A cluster of 2 separate species, C7H12N2 in total. Source: OMol25; level of theory: wB97M-V/def2-TZVPD.

Computed properties:
**HOMO energy**: -8.94 eV
**Lowest unoccupied orbital energy**: 0.6753 eV
**Gap between HOMO and LUMO**: 0.3534 Ha

Structure (XYZ):
```
21
Properties=species:S:1:pos:R:3:forces:R:3
H -1.258848 -1.697437 -0.450675 0.7 -0.7 0.6
C 1.175169 0.438338 -0.276871 2.2 -1.8 -0.7
H 0.162630 -0.542804 -2.029213 0.4 2.9 1.4
C -1.203908 -1.875384 0.638639 -2.8 2.6 2.0
C -0.906121 0.763796 0.649423 1.4 -2.3 2.7
H 1.931042 -0.871240 0.594209 1.9 -2.0 -3.5
H -0.931728 -2.860692 1.083858 0.1 0.9 -0.8
C -0.491098 1.676650 -1.661045 -2.4 0.2 -2.0
N -1.092290 0.577022 -0.732866 -2.7 2.6 1.0
H 3.407077 -0.357559 -0.705599 -4.8 -2.0 0.6
H 0.221792 2.465175 -1.361654 -1.6 0.4 -0.1
N 2.043319 -0.898802 -0.568289 3.3 4.5 4.5
H -2.386415 -1.670887 0.920205 2.7 -1.0 -0.6
H -1.195202 1.574254 -2.590601 1.9 1.3 1.7
C -0.644628 -0.562296 1.431440 -0.8 -0.2 -1.3
H -1.027849 -0.649257 2.515175 1.1 0.7 -1.7
H 1.710230 1.362069 -0.202490 1.1 0.4 -0.8
H 1.251516 0.696356 1.968068 -1.2 0.3 -1.1
H -1.464111 1.548998 0.982945 -1.4 1.8 1.6
C 0.587116 0.418876 1.099430 -2.8 -1.1 0.2
C 0.112307 0.464824 -1.304088 3.5 -7.4 -3.8
```
Positions in Å, forces in eV/Å.

Mulliken atomic charge list, values in e, 4 entries: 0.27, 0.11, 0.31, -1.03


Ordered largest force on an atom results: 4.76, 4.96, 7.87, 8.59, 9.04; unit eV/Å.
Ordered ΔE to the lowest compared entry with this formula, charge and spin results: 86.7, 348.2, 28.2, 469.8, 784.1; unit kJ/mol.